A molecular structure, C5H8. Source: the OMol25 dataset; level of theory: ωB97M-V/def2-TZVPD.

- E_HOMO (eV) = -7.78
- LUMO (eV) = 0.614
- spin multiplicity = 1
- energy (eV) = -5308.8527
- ΔE to the lowest compared entry with this formula, charge and spin (kJ/mol) = 512.7
- HOMO-LUMO gap (eV) = 8.39

Last column: natural (NBO) charge in e.
Cartesian coordinates (Å):
1 C 0.03228 0.03284 -1.30409  -0.3731
2 C 0.08214 1.44908 -0.73144  -0.5219
3 C -0.19923 1.07124 0.71338  -0.0967
4 C 0.05640 -0.25841 0.56268  -0.2511
5 C -0.37541 -1.50544 1.27163  -0.6436
6 H 0.83944 -0.50627 -0.31482  0.2839
7 H 0.74501 -0.31561 -2.06772  0.2200
8 H -0.96434 -0.34025 -1.52781  0.2332
9 H -0.69256 2.09354 -1.16415  0.2406
10 H 1.04167 1.95915 -0.86575  0.2291
11 H -0.29568 -1.26854 2.33739  0.2536
12 H -1.42021 -1.76432 1.06407  0.2141
13 H 0.25317 -2.37740 1.06411  0.2119


A single C5H8 molecule. Source: the OMol25 dataset; level of theory: ωB97M-V/def2-TZVPD.

- E_HOMO (eV) = -9.87
- LUMO (eV) = 1.153
- spin multiplicity = 1
- energy (eV) = -5312.6260
- SMILES = C#CC(C)C
- ΔE to the lowest compared entry with this formula, charge and spin (kJ/mol) = 148.7
- HOMO-LUMO gap (eV) = 11.03

Last column: natural (NBO) charge in e.
Cartesian coordinates (Å):
1 C -1.71183 -1.60272 0.48586  -0.2767
2 C -0.92252 -0.70226 0.61378  0.0191
3 C 0.04736 0.37809 0.39006  -0.3056
4 C 1.49197 -0.17058 0.47429  -0.5949
5 C -0.39593 0.96307 -0.97353  -0.5880
6 H -2.42263 -2.36685 0.27379  0.2370
7 H -0.05583 1.16077 1.15135  0.2243
8 H 1.51550 -1.06687 1.10061  0.2217
9 H 1.88694 -0.44289 -0.50905  0.2107
10 H 2.17253 0.55927 0.92371  0.2113
11 H -1.22364 1.66073 -0.81178  0.2142
12 H -0.78294 0.15549 -1.60191  0.2192
13 H 0.40101 1.47477 -1.51718  0.2078


Among the records above, which one has the lowest E_HOMO?
number 2